This record from the Open Molecules 2025 dataset describes 2 unconnected molecules or ions with the total composition C2H6OS2 at a distorted geometry. The level of theory is the ωB97M-V functional and the def2-TZVPD basis.

Geometry as XYZ:
```
11
Properties=species:S:1:pos:R:3:forces:R:3
O -0.697 1.711 1.293 0.23 -0.39 0.32
C -1.045 0.847 2.175 -0.49 0.13 -0.46
C -0.237 -0.360 2.574 -0.61 0.33 0.35
H -2.011 0.936 2.724 0.24 0.19 -0.23
H 0.346 -0.745 1.728 0.06 -0.04 0.27
H -0.976 -1.097 2.925 0.41 -0.16 -0.16
H 0.400 -0.145 3.459 0.32 -0.13 -0.36
S -0.321 -1.134 -1.367 -0.68 -0.55 0.11
S 1.213 0.263 -1.528 0.62 0.90 0.03
H 0.346 -2.007 -2.134 -0.05 -0.06 0.03
H 0.667 1.102 -0.609 -0.04 -0.21 0.09
```
Positions in Å, forces in eV/Å.

Calculated values
Charge: -1
2S+1: 2
Orbital gap (spin up / spin down): 2.7 / 7.4 eV
HOMO energy (spin up / spin down): 0.575 / -3.959 eV